(P)
The following is a DFT calculation (ωB97M-V with the def2-TZVPD basis set) of one molecule with the formula C2H2ClFO2.

Last columns: bonded neighbours and bond lengths (Å).
Atoms and positions in Å:
1 C -0.3643 -0.4719 0.2273  C2 1.580, O5 1.378, O6 1.178
2 C 0.8047 0.3976 -0.3840  C1 1.580, H4 1.092, F7 1.359, Cl8 1.681
3 H -1.9780 -0.4653 1.0931  O5 1.005
4 H 1.0325 1.1488 0.3747  C2 1.092
5 O -1.2925 0.2546 0.9415  C1 1.378, H3 1.005
6 O -0.3466 -1.6456 0.1253  C1 1.178
7 F 1.8906 -0.3885 -0.6063  C2 1.359
8 Cl 0.2535 1.1704 -1.7716  C2 1.681

- SMILES string = O=C(O)[C@@H](F)Cl
- 2S+1 = 1



(Q)
The following is a DFT calculation (ωB97M-V with the def2-TZVPD basis set) of a 2-piece molecular cluster, C2H2ClFO2 overall.

Last columns: bonded neighbours and bond lengths (Å).
Atoms and positions in Å:
1 C -0.7718 0.5031 -0.4926  C2 1.460, O3 1.193, Cl6 1.734
2 C 0.1014 -0.2775 0.3793  C1 1.460, O4 1.347, F5 1.306
3 O -1.9611 0.5407 -0.4038  C1 1.193
4 O 1.1133 -0.8935 -0.2627  C2 1.347, H8 0.983
5 F -0.5007 -0.8961 1.3592  C2 1.306
6 Cl 0.0510 1.2102 -1.8450  C1 1.734
7 H 0.4643 1.5145 1.1267  no bonds
8 H 1.5037 -1.7015 0.1388  O4 0.983

- 2S+1 = 1



Best to worst by energy: (P), (Q).



(P)
The following is a DFT calculation (ωB97M-V with the def2-TZVPD basis set) of a 2-piece molecular cluster, C4H12OS overall.

Last columns: bonded neighbours and bond lengths (Å).
Atoms and positions in Å:
1 C 1.4181 0.0011 0.5454  C2 1.531, H6 1.085, H7 1.084, H8 1.092
2 C 0.5445 -0.7557 1.5489  C1 1.531, C3 1.545, H9 1.090, H10 1.091
3 C -0.1161 0.1031 2.6504  C2 1.545, S4 1.839, H11 1.091, H12 1.082
4 S -0.5023 1.8466 2.2126  C3 1.839, C5 1.834
5 C -1.6899 1.6379 0.8309  S4 1.834, H13 1.090, H14 1.084, H15 1.089
6 H 2.0475 0.7656 0.9900  C1 1.085
7 H 2.0281 -0.6851 -0.0319  C1 1.084
8 H 0.6918 0.5681 -0.0405  C1 1.092
9 H 1.1611 -1.4910 2.0657  C2 1.090
10 H -0.2660 -1.3013 1.0634  C2 1.091
11 H 0.5968 0.3106 3.4503  C3 1.091
12 H -1.0092 -0.3800 3.0245  C3 1.082
13 H -2.7154 1.9674 0.9979  C5 1.090
14 H -1.1948 2.1269 -0.0005  C5 1.084
15 H -1.8230 0.5721 0.6488  C5 1.089
16 H 0.6931 -1.0848 -6.5113  O18 0.957
17 H -0.1500 -2.2696 -7.1161  O18 0.961
18 O 0.2858 -1.9318 -6.3285  H16 0.957, H17 0.961

- SMILES string = CCCSC.O
- 2S+1 = 1



(Q)
The following is a DFT calculation (ωB97M-V with the def2-TZVPD basis set) of a 3-piece molecular cluster, C4H12OS overall.

Last columns: bonded neighbours and bond lengths (Å).
Atoms and positions in Å:
1 C 1.6370 0.4441 0.6540  C2 1.619, H6 1.132, H7 1.037, H8 1.082
2 C 0.7659 1.5221 -0.1835  C1 1.619, C3 1.553, H9 1.122, H10 1.164
3 C -0.3752 0.9646 -1.0768  C2 1.553, S4 1.833, H11 1.149, H12 1.097
4 S -1.9055 0.7010 -0.1030  C3 1.833, C5 1.831
5 C -1.9356 -1.1281 -0.0196  S4 1.831, H13 1.084, H14 1.073, H15 1.070
6 H 1.1720 -0.5878 0.6388  C1 1.132
7 H 2.6007 0.3912 0.2755  C1 1.037
8 H 1.7553 0.8004 1.6683  C1 1.082
9 H 1.5230 2.1464 -0.7271  C2 1.122
10 H 0.2860 2.2339 0.6024  C2 1.164
11 H -0.0172 -0.1267 -1.0860  C3 1.149
12 H -0.5411 1.4537 -2.0446  C3 1.097
13 H -2.5123 -1.2279 0.8934  C5 1.084
14 H -2.4896 -1.4268 -0.8888  C5 1.073
15 H -0.8835 -1.2959 0.0815  C5 1.070
16 H -0.1563 0.2615 1.5378  no bonds
17 H 0.6803 -3.0335 0.0626  O18 1.043
18 O 0.3964 -2.0920 -0.2850  H17 1.043

- 2S+1 = 1



(R)
The following is a DFT calculation (ωB97M-V with the def2-TZVPD basis set) of a 2-piece molecular cluster, C4H12OS overall.

Last columns: bonded neighbours and bond lengths (Å).
Atoms and positions in Å:
1 C -2.6103 -0.2546 0.4227  S2 1.805, H4 1.087, H5 1.092, H6 1.079
2 S -1.8718 1.3902 0.5078  C1 1.805, C3 1.798
3 C -2.4380 2.0537 -1.0643  S2 1.798, H7 1.084, H8 1.086, H9 1.085
4 H -2.1101 -0.8388 -0.3459  C1 1.087
5 H -2.4021 -0.7502 1.3733  C1 1.092
6 H -3.6819 -0.2147 0.3017  C1 1.079
7 H -1.7441 1.9964 -1.8957  C3 1.084
8 H -2.7350 3.0892 -0.9283  C3 1.086
9 H -3.3115 1.5054 -1.4022  C3 1.085
10 C 2.6659 -1.3357 -0.0327  O11 1.421, C12 1.526, H13 1.085, H14 1.088
11 O 4.0562 -1.2474 0.2483  C10 1.421, H15 0.967
12 C 1.9057 -0.1497 0.5551  C10 1.526, H16 1.090, H17 1.096, H18 1.084
13 H 2.2278 -2.2480 0.3578  C10 1.085
14 H 2.5592 -1.3800 -1.1148  C10 1.088
15 H 4.3526 -2.0314 0.7295  O11 0.967
16 H 2.5593 0.3834 1.2452  C12 1.090
17 H 1.0978 -0.5159 1.1992  C12 1.096
18 H 1.4802 0.5482 -0.1568  C12 1.084

- SMILES string = CCO.CSC
- 2S+1 = 1



Best to worst by energy: (P), (R), (Q).



(P)
The following is a DFT calculation (ωB97M-V with the def2-TZVPD basis set) of an isolated ion of composition C5H10N and charge +1.

Last columns: bonded neighbours and bond lengths (Å).
Atoms and positions in Å:
1 C 0.5473 1.5663 1.8775  C3 1.359, H7 1.038, H8 1.112
2 C -0.1947 -2.4798 -0.5484  C4 1.332, H9 1.040, H10 1.134
3 C 0.7865 0.6790 0.8759  C1 1.359, C5 1.512, H11 1.093
4 C 0.3005 -1.2443 -0.6017  C2 1.332, C5 1.511, H12 1.116
5 C -0.2688 0.0064 0.0277  C3 1.512, C4 1.511, N6 1.491, H13 1.087
6 N -0.6909 0.9746 -1.0251  C5 1.491, H14 1.062, H15 1.065, H16 1.046
7 H 1.3024 2.1287 2.3148  C1 1.038
8 H -0.4051 1.9291 2.3221  C1 1.112
9 H 0.3885 -3.1483 -1.0910  C2 1.040
10 H -1.0330 -2.8790 0.1034  C2 1.134
11 H 1.7380 0.3364 0.4609  C3 1.093
12 H 1.0761 -1.1357 -1.3962  C4 1.116
13 H -1.1388 -0.2050 0.6446  C5 1.087
14 H -1.7511 1.0158 -0.9889  N6 1.062
15 H -0.4767 0.5689 -1.9857  N6 1.065
16 H -0.1800 1.8869 -0.9899  N6 1.046

- <S²> = 2.006
- total charge = +1
- 2S+1 = 3



(Q)
The following is a DFT calculation (ωB97M-V with the def2-TZVPD basis set) of a 2-piece molecular cluster, C5H10N overall.

Last columns: bonded neighbours and bond lengths (Å).
Atoms and positions in Å:
1 C -3.0615 -0.0022 0.0332  C2 1.290, H7 1.059, H8 1.118
2 C -2.2592 -0.9922 0.2350  C1 1.290, H9 1.079
3 C 1.0628 -0.8603 0.1788  C4 1.540, N6 1.275, H10 1.078
4 C 2.5230 -0.3747 0.1103  C3 1.540, H11 1.091, H12 1.039, H13 1.140
5 C 0.2115 1.3540 -0.3889  N6 1.413, H14 1.166, H15 1.113, H16 1.013
6 N 0.1362 -0.0202 -0.0673  C3 1.275, C5 1.413
7 H -4.0725 -0.2388 0.2427  C1 1.059
8 H -3.0895 1.0523 -0.3378  C1 1.118
9 H -1.8803 -1.9908 0.3916  C2 1.079
10 H 0.8034 -1.8320 0.5682  C3 1.078
11 H 2.5916 0.5855 0.6230  C4 1.091
12 H 2.9027 -0.3736 -0.8566  C4 1.039
13 H 3.2202 -1.2211 0.4214  C4 1.140
14 H 1.2796 1.7160 -0.6842  C5 1.166
15 H 0.1252 1.7617 0.6430  C5 1.113
16 H -0.4929 1.4364 -1.1124  C5 1.013

- <S²> = 2.021
- total charge = +1
- 2S+1 = 3



Best to worst by energy: (P), (Q).



(P)
The following is a DFT calculation (ωB97M-V with the def2-TZVPD basis set) of a 2-piece molecular cluster, C3H2BrCl overall.

Last columns: bonded neighbours and bond lengths (Å).
Atoms and positions in Å:
1 C -0.5958 -0.2804 -1.1247  C2 1.241, H6 1.118
2 C -0.2784 -0.3787 0.0711  C1 1.241, C3 1.327
3 C -0.0803 -0.3812 1.3831  C2 1.327, Cl4 1.601, H7 1.102
4 Cl -0.7405 -1.5199 2.2946  C3 1.601
5 Br -0.7806 2.2992 2.7332  no bonds
6 H -0.9651 -0.2858 -2.1799  C1 1.118
7 H 0.7197 0.3087 1.6968  C3 1.102

- 2S+1 = 1



(Q)
The following is a DFT calculation (ωB97M-V with the def2-TZVPD basis set) of one molecule with the formula C3H2BrCl.

Last columns: bonded neighbours and bond lengths (Å).
Atoms and positions in Å:
1 C 0.3647 -0.1089 0.0287  C2 1.195, C3 1.426
2 C 1.5448 -0.2721 -0.0610  C1 1.195, Br5 1.860
3 C -1.0543 0.0253 0.0583  C1 1.426, Cl4 1.770, H6 1.132, H7 1.054
4 Cl -1.4868 1.7411 0.0127  C3 1.770
5 Br 3.3997 -0.3812 0.0224  C2 1.860
6 H -1.5294 -0.6384 0.8423  C3 1.132
7 H -1.2388 -0.3658 -0.9035  C3 1.054

- SMILES string = ClCC#CBr
- 2S+1 = 1



Best to worst by energy: (Q), (P).